(1)
{
  "formula": "C10H16O",
  "method": "ωB97M-V/def2-TZVPD",
  "de_lowest_ev": 1.822,
  "e_homo_ev": [0.53, -3.44],
  "spin_multiplicity": 2,
  "fmax_ha_per_bohr": 0.10316,
  "s_squared": 0.76,
  "charge": -1,
  "elements": ["C", "C", "C", "H", "H", "H", "H", "H", "H", "H", "H", "C", "C", "C", "C", "C", "C", "C", "O", "H", "H", "H", "H", "H", "H", "H", "H"],
  "coordinates": [[-2.0189, -0.3372, 1.5543], [-3.5363, -0.3361, 1.0660], [-1.0718, 0.7184, 1.0275], [-1.6312, -1.3765, 1.3648], [-1.9286, -0.4848, 2.6321], [-4.0734, -1.2268, 1.3369], [-4.0722, 0.4033, 1.5484], [-0.9955, 0.7095, -0.0962], [-3.4984, -0.0216, -0.0886], [-0.1485, 0.3938, 1.1982], [-1.3822, 1.7828, 1.2248], [2.8479, -1.6577, 0.6189], [2.3279, 0.7019, -0.2192], [2.0061, -0.6781, -0.2525], [1.5671, 1.5631, -1.1052], [1.0393, -1.1736, -1.1710], [0.4282, 1.1037, -1.7905], [0.1857, -0.2571, -1.9604], [-0.3738, 1.9324, -2.5151], [3.2297, 1.0755, 0.3363], [1.7098, 2.6575, -1.1466], [2.2909, -2.4585, 1.0763], [2.9064, -1.0700, 1.6568], [1.0421, -2.1894, -1.3661], [-0.5205, -0.7757, -2.7066], [-0.1462, 2.8528, -2.4390], [3.8165, -1.8517, 0.2156]],
  "mulliken_spin": [0.00, 0.01, -0.05, 0.01, 0.00, 0.00, 0.00, 0.01, 0.00, 0.01, 0.01, -0.05, 0.30, -0.16, 0.32, 0.26, -0.15, 0.27, 0.00, 0.05, 0.04, 0.00, 0.01, 0.06, 0.05, 0.01, 0.01]
}


(2)
{
  "formula": "C9H17N2P",
  "method": "ωB97M-V/def2-TZVPD",
  "de_lowest_ev": 4.309,
  "e_homo_ev": [-7.26, -7.26],
  "spin_multiplicity": 1,
  "fmax_ha_per_bohr": 0.07899,
  "charge": 0,
  "elements": ["C", "C", "C", "C", "C", "C", "C", "C", "C", "N", "N", "P", "H", "H", "H", "H", "H", "H", "H", "H", "H", "H", "H", "H", "H", "H", "H", "H", "H"],
  "coordinates": [[-3.1614, 1.4495, -0.2682], [-3.1913, 0.0650, -0.0579], [-0.0943, 0.2813, 0.3098], [-4.5442, -0.5993, -0.0836], [1.7345, 1.8918, -0.0406], [1.7285, -0.1573, -1.4103], [2.2187, -0.2532, 1.0826], [-0.3848, -2.1552, 0.1441], [1.3715, 0.4017, -0.0238], [-2.2146, -0.8873, 0.1018], [-0.9125, -0.7958, 0.1289], [-1.4022, 1.7098, 0.1964], [-4.9096, -0.7043, 0.9383], [-5.2458, 0.0212, -0.6347], [-4.4858, -1.5891, -0.5283], [1.1995, 2.4091, -0.8351], [1.4939, 2.3605, 0.9108], [2.8008, 2.0013, -0.2213], [1.5596, -1.2234, -1.5072], [1.1361, 0.3454, -2.1731], [2.7814, 0.0367, -1.6109], [1.8859, 0.0910, 2.0596], [2.1699, -1.3377, 1.0746], [3.2614, 0.0303, 0.9573], [-0.6971, -2.6331, 1.0739], [-0.8199, -2.7072, -0.6871], [0.6942, -2.1721, 0.0761], [-1.3344, 2.2149, 1.5076], [-0.8567, 2.8446, -0.3942]],
  "nbo_charge": [-0.52, 0.02, -0.11, -0.63, -0.59, -0.60, -0.60, -0.41, -0.12, -0.37, -0.07, 0.86, 0.21, 0.23, 0.21, 0.21, 0.21, 0.22, 0.21, 0.22, 0.21, 0.22, 0.20, 0.21, 0.23, 0.23, 0.20, -0.06, -0.03]
}


(3)
{
  "formula": "C19H28IrN7O7PS",
  "method": "ωB97M-V/def2-TZVPD",
  "de_lowest_ev": 2.257,
  "e_homo_ev": [-13.81, -13.81],
  "spin_multiplicity": 2,
  "fmax_ha_per_bohr": 0.05117,
  "s_squared": 0.78,
  "charge": 2,
  "elements": ["Ir", "C", "C", "N", "C", "C", "S", "C", "C", "N", "H", "H", "H", "H", "H", "H", "H", "H", "H", "H", "H", "H", "H", "H", "O", "C", "O", "C", "C", "C", "C", "C", "C", "O", "N", "O", "O", "N", "O", "O", "H", "H", "C", "N", "C", "N", "C", "N", "C", "P", "C", "C", "H", "H", "H", "H", "H", "H", "H", "H", "H", "H", "H", "H"],
  "coordinates": [[-0.5368, 0.5196, 0.9429], [-3.5799, 0.5790, 2.0161], [-3.6019, 1.1217, 0.5972], [-2.3368, 1.7779, 0.2408], [-2.1624, 3.1879, 0.6466], [-1.9451, 3.3913, 2.1363], [-0.6195, 2.3228, 2.8075], [-1.4650, 1.3470, 4.0913], [-1.8356, -0.0665, 3.6592], [-2.3174, -0.1360, 2.2652], [-4.4432, -0.0741, 2.1533], [-3.6761, 1.3868, 2.7350], [-4.4520, 1.7997, 0.4841], [-3.7377, 0.2886, -0.0942], [-2.2615, 1.7731, -0.7726], [-3.0278, 3.7864, 0.3440], [-1.2911, 3.5610, 0.1074], [-2.8519, 3.2353, 2.7139], [-1.6208, 4.4175, 2.3039], [-2.3203, 1.9257, 4.4358], [-0.7585, 1.2790, 4.9174], [-2.5936, -0.4459, 4.3519], [-0.9551, -0.7047, 3.7269], [-2.4423, -1.1163, 2.0287], [2.3237, 1.2297, 3.3492], [2.0877, 0.5973, 2.3483], [1.1449, -0.2242, 2.0715], [3.0669, 0.8257, 1.1744], [4.4141, 0.7575, 1.3788], [5.2643, 0.8803, 0.2817], [4.7715, 1.1373, -1.0018], [3.4279, 1.2606, -1.2005], [2.4707, 1.0860, -0.1135], [1.2290, 1.1183, -0.3137], [2.9748, 1.5846, -2.5660], [1.8343, 1.9693, -2.7287], [3.7889, 1.4209, -3.4486], [6.7228, 0.7567, 0.4893], [7.0923, 0.5640, 1.6234], [7.4067, 0.8603, -0.5050], [4.8411, 0.5878, 2.3583], [5.4469, 1.2499, -1.8398], [0.7383, -3.1514, -2.9152], [0.1441, -1.9162, -3.4122], [-1.2348, -2.1443, -3.8193], [-2.0155, -2.6358, -2.6851], [-1.4119, -3.8585, -2.1585], [-0.0284, -3.6200, -1.7674], [0.1129, -2.8032, -0.6003], [-0.5934, -1.0735, -0.9037], [0.3312, -0.8058, -2.5352], [-2.2186, -1.6356, -1.6742], [1.7762, -2.9785, -2.6273], [0.7076, -3.9097, -3.6968], [-1.2594, -2.8888, -4.6140], [-1.6683, -1.2139, -4.1892], [-1.4342, -4.6260, -2.9317], [-1.9839, -4.2122, -1.2989], [1.1665, -2.7015, -0.3301], [-0.4153, -3.2536, 0.2436], [1.3901, -0.7105, -2.2964], [0.0024, 0.1313, -2.9861], [-2.7229, -0.7691, -2.1131], [-2.8589, -2.0416, -0.8848]],
  "mulliken_spin": [0.00, 0.00, 0.00, 0.00, 0.00, 0.00, 0.01, 0.00, 0.00, 0.00, 0.00, 0.00, 0.00, 0.00, 0.00, 0.00, 0.00, 0.00, 0.00, 0.00, 0.00, 0.00, 0.00, 0.00, 0.03, 0.00, 0.01, 0.10, -0.03, 0.22, 0.03, 0.11, 0.20, 0.27, -0.01, 0.01, 0.01, -0.02, 0.01, 0.04, 0.01, 0.00, 0.00, 0.00, 0.00, 0.00, 0.00, 0.00, 0.00, 0.01, 0.00, 0.00, 0.00, 0.00, 0.00, 0.00, 0.00, 0.00, 0.00, 0.00, 0.01, 0.00, 0.00, 0.00]
}


(4)
{
  "formula": "C41H69N3O5",
  "method": "ωB97M-V/def2-TZVPD",
  "de_lowest_ev": 0.000,
  "e_homo_ev": [-8.24, -9.21],
  "spin_multiplicity": 3,
  "fmax_ha_per_bohr": 0.03432,
  "s_squared": 2.01,
  "charge": 0,
  "elements": ["C", "O", "C", "C", "C", "C", "C", "C", "C", "C", "C", "C", "C", "C", "C", "C", "C", "N", "C", "C", "C", "C", "O", "C", "C", "C", "O", "H", "H", "H", "H", "H", "H", "H", "H", "H", "H", "H", "H", "H", "H", "H", "H", "H", "H", "H", "H", "H", "H", "H", "H", "H", "H", "H", "H", "H", "H", "H", "H", "H", "C", "C", "C", "C", "C", "C", "N", "O", "C", "C", "C", "H", "H", "H", "H", "H", "H", "H", "H", "H", "H", "H", "H", "H", "H", "H", "H", "H", "H", "C", "C", "C", "C", "C", "C", "N", "O", "C", "C", "C", "H", "H", "H", "H", "H", "H", "H", "H", "H", "H", "H", "H", "H", "H", "H", "H", "H", "H"],
  "coordinates": [[2.9852, -8.3312, -3.1501], [2.8116, -7.3183, -4.1353], [2.7884, -6.0164, -3.5906], [2.9148, -4.9888, -4.6990], [2.4777, -3.5966, -4.2498], [3.3000, -3.0276, -3.0904], [2.6818, -1.8028, -2.4067], [2.2309, -0.6695, -3.3395], [0.8626, -0.0881, -2.9914], [-0.2698, -1.1232, -2.9849], [-1.6191, -0.5643, -3.4510], [-2.8115, -0.9987, -2.5499], [-3.9258, -1.7171, -3.3227], [-3.6011, -3.1801, -3.5074], [-3.5518, -3.9775, -2.3544], [-3.2577, -5.3389, -2.3755], [-3.2387, -6.0785, -1.0634], [-3.4718, -7.5185, -1.1991], [-2.9893, -5.9370, -3.6041], [-3.0523, -5.1782, -4.7706], [-3.3471, -3.8059, -4.7435], [-3.3698, -3.0845, -6.0411], [-3.2198, -1.8948, -6.1723], [-3.5527, -3.9096, -7.2541], [-3.2618, -5.2062, -7.2742], [-2.7917, -5.8815, -6.0580], [-2.2525, -6.9524, -6.0901], [2.8303, -7.9458, -2.1459], [2.2411, -9.1052, -3.3199], [3.9856, -8.7431, -3.2460], [3.6254, -5.8914, -2.9017], [1.8496, -5.8240, -3.0597], [3.9282, -4.9739, -5.0946], [2.2612, -5.3198, -5.5052], [1.4214, -3.6395, -3.9871], [2.5926, -2.9324, -5.1018], [4.2992, -2.7999, -3.4595], [3.3883, -3.8023, -2.3321], [1.8829, -2.1309, -1.7463], [3.4607, -1.3995, -1.7619], [2.2322, -0.9581, -4.3874], [2.9591, 0.1363, -3.2562], [0.9238, 0.3654, -2.0004], [0.6325, 0.7202, -3.6801], [0.0282, -1.9628, -3.6110], [-0.3603, -1.5338, -1.9820], [-1.8248, -0.9383, -4.4465], [-1.5909, 0.5190, -3.4403], [-3.2110, -0.1146, -2.0613], [-2.4271, -1.6379, -1.7608], [-4.1445, -1.2123, -4.2503], [-4.8257, -1.6673, -2.7075], [-3.7553, -3.5126, -1.3992], [-2.3080, -5.8436, -0.5383], [-4.0414, -5.6571, -0.4630], [-3.1784, -7.9812, -0.3483], [-2.8783, -7.8831, -1.9326], [-2.7419, -6.9835, -3.6568], [-3.8963, -3.4327, -8.1574], [-3.3402, -5.8108, -8.1633], [-1.9500, 2.2058, 3.0586], [-1.3086, 2.2218, 1.6482], [-0.1604, 3.2296, 1.6034], [-0.6201, 4.6846, 1.5915], [-1.6371, 4.9232, 0.4766], [-2.8177, 3.9526, 0.5236], [-2.3304, 2.5425, 0.6057], [-1.9562, 2.1137, -0.5553], [-3.7297, 4.2916, 1.7172], [-3.6722, 4.1192, -0.7274], [-0.7547, 0.8219, 1.4038], [-1.5017, 1.4284, 3.6761], [-1.8160, 3.1437, 3.5971], [-3.0172, 1.9895, 3.0072], [0.4442, 3.0491, 0.7077], [0.4969, 3.0613, 2.4594], [-1.0410, 4.9608, 2.5619], [0.2446, 5.3336, 1.4436], [-2.0181, 5.9455, 0.5292], [-1.1319, 4.8293, -0.4903], [-4.5132, 3.5407, 1.8294], [-4.2141, 5.2526, 1.5449], [-3.2010, 4.3767, 2.6634], [-3.0918, 4.0028, -1.6408], [-4.1064, 5.1185, -0.7360], [-4.4872, 3.3937, -0.7453], [-1.5548, 0.0790, 1.3914], [-0.0635, 0.5685, 2.2070], [-0.2081, 0.7524, 0.4643], [2.1855, 3.9843, 7.9860], [2.2302, 3.5529, 6.4990], [3.5544, 2.8529, 6.1862], [4.7490, 3.8021, 6.1169], [4.4693, 4.9564, 5.1566], [3.1700, 5.6984, 5.4710], [2.0380, 4.7318, 5.6011], [1.6087, 4.3641, 4.4386], [3.3360, 6.5311, 6.7558], [2.8612, 6.6906, 4.3561], [1.0848, 2.5675, 6.2909], [1.6991, 3.2223, 8.5932], [3.1753, 4.1379, 8.4150], [1.6121, 4.9017, 8.1158], [3.4665, 2.3329, 5.2267], [3.7320, 2.0835, 6.9407], [4.9964, 4.1836, 7.1113], [5.6283, 3.2519, 5.7771], [5.2966, 5.6688, 5.1765], [4.4221, 4.5635, 4.1359], [2.3852, 6.9756, 7.0527], [4.0394, 7.3437, 6.5757], [3.7258, 5.9659, 7.5989], [2.8270, 6.2136, 3.3782], [3.6401, 7.4519, 4.3258], [1.9054, 7.1881, 4.5277], [0.1188, 3.0452, 6.4644], [1.1912, 1.7439, 6.9958], [1.0819, 2.1438, 5.2877]],
  "mulliken_spin": [0.00, 0.00, 0.00, 0.00, 0.00, 0.00, 0.00, 0.00, 0.00, 0.00, 0.00, 0.00, 0.00, 0.00, 0.00, 0.00, 0.00, 0.00, 0.00, 0.00, 0.00, 0.00, 0.00, 0.00, 0.00, 0.00, 0.00, 0.00, 0.00, 0.00, 0.00, 0.00, 0.00, 0.00, 0.00, 0.00, 0.00, 0.00, 0.00, 0.00, 0.00, 0.00, 0.00, 0.00, 0.00, 0.00, 0.00, 0.00, -0.01, 0.00, 0.00, 0.00, 0.00, 0.00, 0.00, 0.00, 0.00, 0.00, 0.00, 0.00, 0.03, 0.00, 0.03, -0.03, 0.03, 0.01, 0.41, 0.54, 0.01, -0.01, -0.03, 0.00, 0.00, -0.02, 0.00, 0.02, 0.00, 0.00, 0.00, 0.01, -0.01, 0.00, 0.00, 0.00, 0.00, 0.00, 0.00, 0.00, 0.01, 0.01, 0.02, 0.02, -0.02, 0.02, 0.01, 0.40, 0.52, 0.01, -0.01, -0.01, 0.00, 0.00, -0.01, 0.01, 0.00, 0.00, 0.00, 0.00, 0.01, -0.01, 0.00, 0.00, 0.00, 0.00, 0.00, 0.00, 0.00, 0.01]
}


(5)
{
  "formula": "C14H14N4O7S",
  "method": "ωB97M-V/def2-TZVPD",
  "e_homo_ev": -8.55,
  "spin_multiplicity": 1,
  "fmax_ha_per_bohr": 0.29224,
  "charge": 0,
  "elements": ["C", "H", "H", "O", "C", "C", "C", "C", "C", "C", "N", "O", "O", "H", "C", "N", "C", "C", "N", "C", "C", "H", "H", "H", "N", "O", "O", "S", "C", "C", "O", "O", "H", "H", "H", "H", "H", "H", "H", "H"],
  "coordinates": [[-4.8894, -1.2249, 0.7919], [-5.2338, -0.4620, 1.3362], [-5.5609, -1.6150, 0.0928], [-3.9984, -0.6995, -0.2646], [-2.9043, -0.2646, 0.0247], [-2.6530, 0.0775, 1.5642], [-1.4832, 0.6159, 2.0177], [-0.4868, 1.1294, 0.7581], [-0.8237, 0.8868, -0.5397], [-1.9375, 0.2219, -0.8057], [-2.2455, 0.1330, -2.1522], [-1.2866, -0.2565, -2.9161], [-3.2775, -0.2310, -2.7403], [-0.0514, 1.1979, -1.1948], [0.8482, 1.7114, 1.1327], [1.8669, 1.1422, 0.6046], [2.3932, -0.2902, 0.5879], [3.3322, -0.2728, -0.3326], [3.6386, 1.0875, -1.0910], [2.6518, 1.8466, -0.3687], [2.4921, 3.2221, -0.9438], [3.1199, 3.5315, -1.5007], [1.5225, 3.5621, -1.1386], [2.7082, 3.9202, 0.1686], [4.1860, -1.1434, -0.9872], [5.0953, -1.1538, -1.6286], [4.0352, -2.5277, -0.1042], [1.6669, -1.0729, 1.6390], [1.1446, -2.7053, 0.7282], [0.2660, -2.2456, -0.3495], [-0.9519, -2.1953, -0.3478], [0.7959, -1.6496, -1.5743], [0.2078, -1.2279, -2.0842], [0.7510, -3.5219, 1.2682], [2.1181, -3.1084, 0.1829], [0.8783, 3.0089, 1.1224], [1.0829, 1.5568, 2.1496], [-1.1641, 0.9262, 3.1593], [-3.3017, -0.0669, 2.3133], [-4.5520, -1.8427, 1.4224]],
  "nbo_charge": [-0.21, 0.18, 0.22, -0.41, 0.47, -0.32, -0.14, -0.02, -0.25, -0.01, 0.47, -0.47, -0.33, 0.26, -0.25, -0.39, -0.14, 0.17, -0.43, 0.40, -0.55, 0.20, 0.23, 0.18, 0.50, -0.15, -0.67, 0.47, -0.62, 0.77, -0.60, -0.73, 0.50, 0.27, 0.34, 0.24, 0.21, 0.24, 0.21, 0.18]
}